Model P:
The following is a quantum chemistry calculation of C3H8N3 as an isolated structure, from OMol25.

For the highest occupied orbital energy (alpha / beta), the calculation gives -0.4986 / -0.4885 hartree. The charge is +1. As for the HOMO-LUMO gap (alpha / beta): 8.73 / 8.57 eV. For the LUMO energy (alpha / beta), the calculation gives -4.843 / -4.720 eV.

```
14
Properties=species:S:1:pos:R:3:nbo_charge:R:1
C -2.156 0.259 -0.642 0.00
C -0.797 0.623 -1.268 0.02
C 0.741 0.187 0.856 0.02
N -2.007 0.916 0.394 -0.26
N 1.452 -0.856 1.305 -0.77
N 0.309 -0.180 -0.945 -0.66
H -2.902 -0.388 -1.117 0.23
H -0.376 1.655 -1.395 0.24
H 1.434 0.982 0.676 0.21
H -0.381 0.486 1.184 0.29
H 0.894 -1.658 1.679 0.40
H 2.368 -0.979 1.617 0.43
H 0.307 -1.175 -0.929 0.42
H 1.115 0.128 -1.417 0.42
```

---

Model Q:
The following is a quantum chemistry calculation of an isolated ion of composition C3H8N3 and charge +1, from OMol25.

For the highest occupied orbital energy, the calculation gives -0.5391 hartree. The SMILES is C[N@H+]1CNC=N1. The charge is +1. As for the HOMO-LUMO gap: 11.53 eV. For the LUMO energy, the calculation gives -3.145 eV.

```
14
Properties=species:S:1:pos:R:3:nbo_charge:R:1
C 1.360 0.782 0.259 -0.43
N 0.310 0.375 -0.599 -0.24
C -0.373 -0.946 -0.274 -0.06
N -1.721 -0.610 0.207 -0.60
C -1.897 0.688 0.163 0.25
N -0.953 1.372 -0.286 -0.31
H 1.176 1.809 0.191 0.26
H 1.025 0.548 1.230 0.22
H 2.271 0.268 0.114 0.25
H 0.371 0.687 -1.502 0.44
H 0.300 -1.343 0.488 0.22
H -0.319 -1.693 -1.121 0.25
H -2.529 -1.218 0.232 0.45
H -2.853 1.365 0.386 0.30
```

---

The most stable of them is model Q.

---

Model P:
The following is a quantum chemistry calculation of one molecule with the formula C3H3IO2, from OMol25.

For the highest occupied orbital energy, the calculation gives -0.3618 hartree. The SMILES is O=C1OC[C@@H]1I. As for the HOMO-LUMO gap: 10.07 eV. For the LUMO energy, the calculation gives 0.220 eV.

```
9
Properties=species:S:1:pos:R:3:nbo_charge:R:1
O 1.645 1.477 2.212 -0.52
C 1.188 0.786 1.350 0.79
O 1.573 -0.318 0.592 -0.49
C 0.489 -0.171 -0.339 -0.09
C -0.117 0.942 0.565 -0.51
I -0.424 2.874 -0.139 0.14
H 0.018 -1.196 -0.320 0.20
H 0.767 0.086 -1.379 0.21
H -0.956 0.898 1.173 0.26
```

---

Model Q:
The following is a quantum chemistry calculation of one molecule with the formula C3H3IO2, from OMol25.

For the highest occupied orbital energy, the calculation gives -0.3598 hartree. The SMILES is C#C[C@@H](I)OO. As for the HOMO-LUMO gap: 9.18 eV. For the LUMO energy, the calculation gives -0.613 eV.

```
9
Properties=species:S:1:pos:R:3:nbo_charge:R:1
C 0.798 2.255 -0.566 -0.13
C 0.459 1.214 -0.064 -0.07
C 0.093 -0.173 0.378 0.05
I -2.223 -0.258 0.025 -0.09
O 0.609 -1.107 -0.430 -0.24
O 0.152 -2.404 -0.100 -0.41
H 0.720 3.226 -0.721 0.22
H 0.179 -0.470 1.394 0.22
H -0.788 -2.283 0.084 0.46
```

---

The most stable of them is model P.

---

Model P:
The following is a quantum chemistry calculation of one molecule with the formula C4H8B2, from OMol25.

For the highest occupied orbital energy, the calculation gives -0.3399 hartree. The SMILES is B[C@]12C[C@@]1(B)C2. As for the HOMO-LUMO gap: 8.26 eV. For the LUMO energy, the calculation gives -0.991 eV.

```
14
Properties=species:S:1:pos:R:3:nbo_charge:R:1
B -2.044 0.716 -0.320 0.40
C -0.910 -0.143 -0.050 -0.28
C -0.026 -0.152 1.167 -0.37
C 0.869 -0.148 -0.104 -0.29
B 2.083 0.676 -0.345 0.38
C -0.055 -1.197 -0.681 -0.41
H -2.121 1.635 0.335 -0.08
H -3.026 0.391 -0.878 -0.06
H 0.138 0.883 1.580 0.23
H -0.052 -1.088 1.806 0.22
H 2.350 1.562 0.449 -0.07
H 3.018 0.430 -1.077 -0.06
H -0.114 -2.142 -0.122 0.18
H -0.111 -1.424 -1.758 0.21
```

---

Model Q:
The following is a quantum chemistry calculation of C4H8B2 as an isolated structure, from OMol25.

For the highest occupied orbital energy, the calculation gives -0.3341 hartree. As for the HOMO-LUMO gap: 9.12 eV. For the LUMO energy, the calculation gives 0.027 eV.

```
14
Properties=species:S:1:pos:R:3:nbo_charge:R:1
B 0.026 1.567 -0.546 0.11
B 0.155 -0.466 -1.351 -0.11
C 1.533 0.155 1.128 -0.36
C -1.631 -1.335 0.680 -0.54
C 0.799 0.444 0.063 -0.28
C -0.763 -1.009 -0.217 0.14
H -0.953 1.696 0.072 0.00
H 0.491 2.237 -1.337 -0.01
H 0.948 -1.136 -1.949 0.05
H -0.366 0.542 -1.776 0.08
H 1.604 -0.838 1.592 0.21
H 2.228 1.024 1.525 0.21
H -1.460 -1.235 1.788 0.25
H -2.610 -1.646 0.328 0.26
```

---

Model R:
The following is a quantum chemistry calculation of a 2-piece molecular cluster, C4H8B2 overall, from OMol25.

For the highest occupied orbital energy, the calculation gives -0.3371 hartree. The SMILES is C=C=C=C.BB. As for the HOMO-LUMO gap: 8.84 eV. For the LUMO energy, the calculation gives -0.336 eV.

```
14
Properties=species:S:1:pos:R:3:nbo_charge:R:1
C 1.365 -1.879 -0.491 -0.41
C 1.797 -0.725 -0.096 -0.03
C 1.749 0.557 0.024 0.00
C 2.003 1.875 0.246 -0.43
H 1.995 -2.768 -0.483 0.21
H 0.305 -2.099 -0.343 0.22
H 1.287 2.671 0.217 0.22
H 3.111 2.160 0.222 0.22
B -2.488 0.123 -0.676 0.12
B -2.139 -0.149 0.894 0.11
H -2.229 1.182 -1.113 -0.05
H -2.872 -0.664 -1.435 -0.06
H -2.646 0.435 1.706 -0.06
H -1.236 -0.721 1.328 -0.05
```

---

The most stable of them is model P.

---

Model P:
The following is a quantum chemistry calculation of CHClS3 as an isolated structure, from OMol25.

For the highest occupied orbital energy (alpha / beta), the calculation gives -0.2856 / -0.2865 hartree. As for the HOMO-LUMO gap (alpha / beta): 5.80 / 5.85 eV. For the LUMO energy (alpha / beta), the calculation gives -1.972 / -1.947 eV.

```
6
Properties=species:S:1:pos:R:3:nbo_charge:R:1
C 0.497 -0.528 -0.775 -0.46
S 0.650 0.905 -1.394 0.52
S 0.158 -1.474 0.499 0.32
S -1.226 1.222 1.268 -0.39
Cl -0.301 2.711 0.320 -0.10
H 0.221 -2.836 0.082 0.11
```

---

Model Q:
The following is a quantum chemistry calculation of a 2-piece molecular cluster, CHClS3 overall, from OMol25.

For the highest occupied orbital energy, the calculation gives -0.3519 hartree. As for the HOMO-LUMO gap: 9.16 eV. For the LUMO energy, the calculation gives -0.415 eV.

```
6
Properties=species:S:1:pos:R:3:nbo_charge:R:1
C 1.754 -0.220 0.723 -0.35
S 1.840 -1.659 0.116 0.20
S 1.736 1.219 1.370 0.15
S -2.535 0.628 -0.717 0.01
Cl -1.352 -0.725 -1.758 -0.17
H -1.443 0.757 0.267 0.16
```

---

The most stable of them is model Q.

---

Model P:
The following is a quantum chemistry calculation of a 3-piece molecular cluster, C2H8O3 overall, from OMol25.

For the highest occupied orbital energy, the calculation gives -0.3372 hartree. The SMILES is C=CO.O.O. As for the HOMO-LUMO gap: 9.76 eV. For the LUMO energy, the calculation gives 0.589 eV.

```
13
Properties=species:S:1:pos:R:3:nbo_charge:R:1
C -0.361 0.045 -1.954 -0.52
C -1.268 -0.778 -1.444 0.15
O -0.947 -1.764 -0.534 -0.72
H -0.619 0.676 -2.797 0.20
H 0.602 0.311 -1.537 0.19
H -2.326 -0.662 -1.662 0.18
H -0.405 -1.328 0.145 0.50
O 0.986 -0.834 1.559 -0.96
H 1.400 -0.047 1.175 0.49
H 1.616 -1.535 1.354 0.48
O 0.837 1.925 1.906 -0.95
H 0.342 2.748 1.814 0.48
H 0.142 1.244 1.975 0.48
```

---

Model Q:
The following is a quantum chemistry calculation of a 3-piece molecular cluster, C2H8O3 overall, from OMol25.

For the highest occupied orbital energy, the calculation gives -0.3100 hartree. The SMILES is C=O.OO.C. As for the HOMO-LUMO gap: 7.34 eV. For the LUMO energy, the calculation gives -1.095 eV.

```
13
Properties=species:S:1:pos:R:3:nbo_charge:R:1
C -1.696 0.829 -0.218 0.23
O -1.914 -0.377 0.093 -0.53
H -1.320 1.510 0.562 0.17
H -2.475 1.347 -0.804 0.17
O 0.205 -1.044 1.294 -0.56
O 0.865 -2.187 0.769 -0.49
H -0.836 -0.901 0.717 0.48
H 1.608 -2.295 1.381 0.45
C 1.168 0.615 -0.750 -0.72
H 1.534 0.955 0.207 0.22
H 1.682 1.135 -1.544 0.20
H 1.236 -0.451 -0.913 0.24
H -0.057 0.864 -0.793 0.14
```

---

The most stable of them is model P.

---

Model P:
The following is a quantum chemistry calculation of a 4-piece molecular cluster, C4H14O3 overall, from OMol25.

For the highest occupied orbital energy, the calculation gives -0.3649 hartree. The SMILES is C/C=C/C.O.O.O. As for the HOMO-LUMO gap: 10.44 eV. For the LUMO energy, the calculation gives 0.515 eV.

```
21
Properties=species:S:1:pos:R:3:nbo_charge:R:1
C 0.246 0.290 -2.678 -0.66
C -0.728 -0.637 -1.894 -0.18
C -0.980 -0.562 -0.602 -0.24
C -2.027 -1.505 0.161 -0.66
H 0.428 1.338 -2.329 0.23
H 1.214 -0.224 -2.963 0.23
H -0.297 0.528 -3.639 0.22
H -1.340 -1.363 -2.528 0.21
H -0.694 -0.091 0.248 0.21
H -1.576 -2.098 1.009 0.22
H -2.220 -2.475 -0.516 0.21
H -2.899 -0.824 0.475 0.23
O 2.008 1.012 3.040 -0.94
H 2.248 0.106 2.850 0.48
H 2.459 1.463 2.311 0.47
O 2.127 -1.081 0.517 -0.96
H 2.331 -2.020 0.628 0.47
H 1.195 -1.117 0.125 0.49
O -0.623 3.444 1.738 -0.93
H 0.224 3.025 1.768 0.46
H -1.096 2.789 2.278 0.46
```

---

Model Q:
The following is a quantum chemistry calculation of a 4-piece molecular cluster, C4H14O3 overall, from OMol25.

For the highest occupied orbital energy, the calculation gives -0.2996 hartree. The SMILES is C/C=C/C.O.O.O. As for the HOMO-LUMO gap: 8.74 eV. For the LUMO energy, the calculation gives 0.585 eV.

```
21
Properties=species:S:1:pos:R:3:nbo_charge:R:1
C -0.560 1.794 1.726 -0.67
C -1.169 1.051 0.576 -0.26
C -1.214 -0.262 0.164 -0.15
C -2.445 -0.821 -0.657 -0.66
H -1.078 2.876 1.738 0.22
H -0.776 1.392 2.771 0.24
H 0.542 1.977 1.667 0.21
H -1.669 1.582 -0.291 0.18
H -0.294 -0.863 0.141 0.23
H -2.470 -0.387 -1.683 0.21
H -3.337 -0.611 -0.118 0.22
H -2.424 -1.919 -0.829 0.23
O 2.054 -0.853 -0.821 -0.96
H 2.061 -0.020 -1.365 0.49
H 2.878 -0.595 -0.380 0.47
O 1.384 2.182 -1.368 -0.95
H 0.559 1.772 -1.794 0.48
H 0.994 2.604 -0.609 0.48
O 0.863 -2.873 0.733 -0.94
H 1.614 -2.506 0.274 0.48
H 1.317 -3.526 1.267 0.46
```

---

The most stable of them is model P.